# 1
{
  "formula": "C19H10F5N2O2PdS",
  "method": "ωB97M-V/def2-TZVPD",
  "symbols": ["Pd", "O", "C", "O", "C", "C", "C", "C", "C", "C", "N", "C", "C", "C", "C", "C", "C", "N", "H", "H", "H", "H", "H", "H", "H", "H", "H", "H", "F", "C", "C", "F", "C", "F", "C", "S", "C", "F", "C", "F"],
  "coordinates": [[-0.892728, 0.640953, -0.754585], [4.645354, -5.052616, 0.644784], [3.374823, -4.680475, 0.877553], [2.628260, -5.415285, 1.452685], [2.929851, -3.314075, 0.415429], [3.755053, -2.371597, -0.186719], [3.257475, -1.140252, -0.577736], [1.917703, -0.835945, -0.366068], [1.093176, -1.780742, 0.229501], [1.592172, -3.006127, 0.620771], [1.321074, 0.407554, -0.736609], [1.983054, 1.406411, -1.148801], [1.290267, 2.656413, -1.508151], [1.985257, 3.751472, -1.980197], [1.277102, 4.902840, -2.303166], [-0.092834, 4.913616, -2.134918], [-0.715291, 3.769141, -1.650404], [-0.039602, 2.667363, -1.345843], [5.144343, -4.383104, 0.163753], [4.805959, -2.564455, -0.366948], [3.924716, -0.434720, -1.055084], [0.052086, -1.544704, 0.391772], [0.963819, -3.749880, 1.090561], [3.065796, 1.390986, -1.243128], [3.061071, 3.703669, -2.092578], [1.794694, 5.775682, -2.678709], [-0.680753, 5.789781, -2.371069], [-1.785666, 3.737266, -1.501954], [-5.530443, -0.658938, 4.105388], [-4.940519, -0.547880, 2.935862], [-3.723080, 0.115994, 2.838625], [-3.152628, 0.628658, 3.918500], [-3.120972, 0.214527, 1.610806], [-1.933028, 0.828870, 1.542697], [-3.682302, -0.320108, 0.448144], [-2.968326, -0.145872, -1.121993], [-4.901685, -0.994649, 0.586974], [-5.485376, -1.526292, -0.473657], [-5.528948, -1.102798, 1.809024], [-6.688925, -1.730682, 1.915488]],
  "forces_ev_per_angstrom": [[0.56, -0.41, -0.34], [-0.02, 0.07, -0.05], [0.09, 0.02, 0.10], [-0.05, -0.03, -0.02], [0.05, -0.07, -0.03], [0.05, 0.05, -0.03], [0.08, 0.07, -0.06], [0.09, 0.10, -0.05], [0.02, 0.07, -0.01], [-0.03, -0.05, 0.02], [-0.40, -0.23, 0.22], [0.12, 0.22, -0.05], [0.05, -0.12, 0.06], [0.12, 0.06, -0.02], [0.08, 0.03, -0.02], [-0.03, 0.03, 0.01], [0.07, 0.00, 0.02], [-0.34, 0.01, -0.13], [-0.03, -0.03, 0.01], [-0.02, 0.00, 0.00], [0.00, -0.06, 0.01], [-0.21, 0.03, 0.04], [-0.02, 0.02, 0.00], [0.02, 0.03, 0.00], [-0.04, 0.01, 0.00], [-0.01, -0.02, 0.01], [0.00, -0.03, 0.01], [-0.03, -0.02, -0.01], [-0.01, 0.00, 0.01], [-0.04, 0.00, 0.11], [0.00, 0.01, 0.10], [-0.03, -0.02, -0.02], [0.10, 0.04, -0.06], [0.05, 0.09, 0.26], [0.09, 0.01, -0.27], [-0.18, 0.23, 0.28], [-0.08, -0.07, -0.10], [0.03, 0.01, -0.01], [-0.17, -0.08, 0.02], [0.05, 0.02, 0.01]],
  "homo_ev": [-12.057, -12.336],
  "spin_multiplicity": 3,
  "homo_lumo_gap_ev": [7.711, 6.178],
  "total_energy_ha": -2015.159863,
  "total_charge": 1,
  "s2": 2.019
}

# 2
{
  "formula": "C2H5O3PS",
  "method": "ωB97M-V/def2-TZVPD",
  "symbols": ["C", "C", "O", "O", "O", "P", "S", "H", "H", "H", "H", "H"],
  "coordinates": [[-1.126936, 0.254356, 0.651298], [-0.393556, -0.860464, -0.164877], [2.091106, -0.757605, -1.115145], [1.886072, -0.710944, 1.227627], [1.163550, 1.359574, -0.131275], [-0.365979, 1.929600, -0.020098], [1.290761, -0.366696, -0.006579], [-2.172198, 0.052426, 0.558022], [-0.857416, 0.254835, 1.716451], [-0.463867, -1.898015, -0.003513], [-0.418947, -0.852490, -1.314334], [-0.632593, 1.595420, -1.397572]],
  "forces_ev_per_angstrom": [[1.02, -0.16, -1.04], [0.82, 2.50, -1.77], [-0.52, 0.07, -1.19], [-0.69, 0.42, 1.77], [0.43, -2.66, 0.99], [-1.43, -0.97, -0.49], [2.69, 0.70, -1.01], [-0.82, 0.64, -0.07], [0.01, -0.42, -0.28], [-0.09, -1.19, 1.28], [-0.88, 0.74, 1.46], [-0.55, 0.34, 0.35]],
  "homo_ev": -10.101,
  "spin_multiplicity": 1,
  "homo_lumo_gap_ev": 10.660,
  "total_energy_ha": -1044.424308,
  "total_charge": 0
}